(1)
Below is a structure of composition C5H12CaO3 at a distorted geometry, with properties calculated with the ωB97M-V functional and the def2-TZVPD basis.

Last column: Mulliken charge in e.
Atoms and positions in Å:
Ca  1.0115  -1.6434  0.0718  1.422
O  0.2283  -3.0166  -0.8800  -0.893
H  -2.0515  0.9990  0.0671  0.343
H  2.4110  2.4978  0.9264  0.416
O  1.2276  0.9342  0.3437  -0.246
H  1.8527  2.7643  2.7565  0.086
H  -0.9403  1.1714  -1.3284  0.389
H  -1.0496  -0.9755  -2.2819  0.361
O  -0.7921  -0.5980  -0.2625  -0.381
H  3.3598  1.0669  0.8169  0.247
H  -0.2902  1.3411  1.6755  0.374
H  -0.0343  2.5789  0.4095  0.368
C  -1.4466  -1.3351  -1.3191  -0.459
C  -0.0328  1.4940  0.6115  -0.468
H  -1.4828  -3.3451  -2.0105  0.353
C  -1.0319  0.8059  -0.2941  -0.554
H  2.2055  0.9540  2.1635  0.475
H  -2.5260  -1.1346  -1.2690  0.339
C  2.2543  1.4338  1.1726  -1.190
H  -1.7420  -3.1806  -0.2609  0.284
C  -1.1306  -2.8122  -1.1085  -0.269

Cartesian forces (eV/Å) of the 2 atoms listed first:
Ca 3.81 2.32 2.53
O -1.74 -2.37 -1.86

Output
Total charge ... +1
Energy above the lowest of the compared OMol25 structures with the same formula, charge and spin ... 40.2 kcal/mol
HOMO level (alpha / beta) ... -13.0439 / -13.2749 eV
DFT total energy ... -1100.6797 Ha
Frontier orbital gap (alpha / beta) ... 9.0018 / 9.2216 eV
Multiplicity ... 2

(2)
Below is an isolated molecule of C15H22N2O4S at a distorted geometry, with properties calculated with the ωB97M-V functional and the def2-TZVPD basis.

Last column: Mulliken charge in e.
Atoms and positions in Å:
H  -5.1904  -0.2973  -2.2812  0.305
C  1.0054  0.2987  2.2180  -0.955
H  2.2106  -1.6490  -0.2266  0.507
C  5.1779  -3.0692  2.5774  -1.118
H  -5.5687  -2.0092  -2.5090  0.402
H  -4.9980  -1.4319  -0.9351  0.289
C  3.7702  -3.5915  2.3266  -0.304
H  5.7699  -3.8360  3.0689  0.386
H  -1.0483  0.9017  2.3974  0.434
C  0.0874  -1.2421  -0.0689  -0.738
C  -4.9024  -1.3105  -2.0116  -1.127
O  2.9788  -2.6500  1.6083  -0.367
C  0.6789  4.3993  -0.4739  -1.197
O  -2.9442  0.9179  -3.2372  -0.658
H  3.7870  -4.4833  1.6956  0.324
H  -0.0137  5.2337  -0.3755  0.295
H  -0.1260  -2.1989  0.4108  0.438
H  -1.8689  -0.5461  0.4652  0.570
C  1.5518  -0.8807  0.1756  -1.057
N  1.7901  -0.7432  1.5926  0.131
H  -0.1031  -1.3440  -1.1373  0.432
H  5.1335  -2.1919  3.2177  0.307
H  1.2825  1.2576  1.7734  0.326
N  -0.0191  2.1304  0.1191  -0.117
H  1.3283  4.6028  -1.3236  0.335
C  -3.4691  -1.5758  -2.4483  -0.330
C  -0.7814  1.0874  -0.2799  -1.060
H  3.2793  -3.8173  3.2790  0.331
C  -1.4533  1.3114  -1.4644  0.938
C  -2.3866  0.5075  -2.2470  0.149
H  1.2767  4.3198  0.4298  0.320
S  -1.0951  2.8990  -2.0709  -0.233
C  2.4249  -1.6585  2.3542  0.786
H  -3.3648  -1.4069  -3.5251  0.344
C  -0.8423  -0.1719  0.5305  0.549
H  -3.1599  -2.5924  -2.1968  0.340
O  2.5144  -1.5976  3.5594  -0.666
O  -2.5459  -0.7324  -1.7571  -0.228
H  5.6531  -2.7987  1.6372  0.288
H  1.7827  0.0785  -0.3011  0.308
C  -0.0656  3.1374  -0.6838  0.613
C  -0.4893  0.0514  2.0066  -1.217
H  -0.7817  -0.8403  2.5648  0.433
H  1.2429  0.3017  3.2826  0.491

Cartesian forces (eV/Å) of the 2 atoms listed first:
H -0.06 0.04 -0.02
C -0.04 0.18 0.48

Output
Total charge ... 0
SMILES ... CCOC(=O)c1sc(C)nc1C1CCN(C(=O)OCC)CC1
Energy above the lowest of the compared OMol25 structures with the same formula, charge and spin ... 0.0 kcal/mol
HOMO level ... -8.8295 eV
DFT total energy ... -1393.4988 Ha
Frontier orbital gap ... 9.0079 eV